1.
Molecular formula: C5H13N
Method: DFT, wB97M-V/def2-TZVPD

Summary:
highest occupied orbital energy (spin up / spin down) = -0.584 / -0.584 Ha
⟨S²⟩ = 0.75
LUMO (spin up / spin down) = -2.989 / -7.710 eV
DFT total energy = -252.7268 hartree
orbital gap (spin up / spin down) = 12.91 / 8.19 eV
2S+1 = 2
net charge = +1

XYZ file:
```
19
Properties=species:S:1:pos:R:3:nbo_charge:R:1
C -0.24032 1.89290 0.11143 -0.411
C -0.82289 2.23859 1.46818 -0.621
C 0.28923 0.41754 0.17599 -0.297
N -0.41045 -0.43783 -0.76747 -0.084
C 0.42902 -1.58819 -1.20597 -0.273
C 0.80475 -2.46139 -0.02610 -0.653
H 0.54894 2.63332 -0.04257 0.248
H -1.05286 2.00171 -0.61953 0.224
H -1.37625 3.19208 1.41270 0.241
H -1.49939 1.48117 1.85424 0.202
H -0.10610 2.37610 2.29230 0.226
H 1.37135 0.41287 0.00068 0.248
H 0.12275 0.07106 1.20653 0.279
H -1.41672 -0.60338 -0.76102 0.425
H 1.30842 -1.08929 -1.66250 0.244
H -0.00785 -2.12457 -2.04113 0.249
H 1.03247 -3.51387 -0.27565 0.273
H 0.14083 -2.58698 0.81887 0.244
H 1.72849 -2.07940 0.40000 0.235
```

---

2.
Molecular formula: C3H4O2S
Method: DFT, wB97M-V/def2-TZVPD

Summary:
highest occupied orbital energy = -0.335 Ha
LUMO = 0.495 eV
DFT total energy = -665.2811 hartree
orbital gap = 9.62 eV

XYZ file:
```
10
Properties=species:S:1:pos:R:3:nbo_charge:R:1
C 0.25712 0.90013 0.39822 -0.333
C -1.03551 0.66276 0.61835 0.157
C 1.11786 -0.21109 0.00735 -0.522
O -0.68660 -1.55590 -1.95687 -0.898
O -1.51983 -0.60539 0.25173 -0.708
S -0.45735 -1.68076 -0.57544 1.448
H 0.51704 1.86900 0.46242 0.219
H -1.65716 1.41444 0.95392 0.199
H 1.81290 -0.02009 -0.88686 0.226
H 1.65154 -0.77311 0.72717 0.212
```

---

3.
Molecular formula: C35H44N8O3S3Si2TeTi
Method: DFT, wB97M-V/def2-TZVPD

Summary:
highest occupied orbital energy (spin up / spin down) = -0.262 / -0.261 Ha
LUMO (spin up / spin down) = -1.615 / -1.606 eV
DFT total energy = -4915.0239 hartree
orbital gap (spin up / spin down) = 5.51 / 5.50 eV

XYZ file:
```
97
Properties=species:S:1:pos:R:3:lowdin_charge:R:1
Ti 0.04634 -0.22582 -0.13240 0.358
N -4.04985 -0.67921 0.95920 0.094
C -2.71055 -0.78616 0.82962 -0.820
S -2.07899 -1.36289 -0.69053 0.599
N -1.96944 -0.46397 1.85096 0.027
N -0.62781 -0.45390 1.63109 -0.164
C 0.21026 -0.40821 2.69615 -0.222
C -0.26779 -0.44570 4.09681 -0.177
C 0.23033 -1.38199 5.00129 -0.051
C -0.24004 -1.42562 6.30543 -0.078
C -1.21819 -0.53796 6.72364 -0.089
C -1.72424 0.39645 5.83036 -0.077
C -1.25643 0.44185 4.52783 -0.037
C 1.54455 -0.25108 2.30992 -0.236
C 2.65861 -0.21044 3.18824 -0.015
C 3.91647 -0.05597 2.69335 -0.070
C 4.09432 0.07600 1.29256 -0.074
C 3.00342 0.04697 0.47909 -0.199
N 1.72131 -0.09759 0.93594 -0.103
H -4.65404 -1.02216 0.23694 0.087
H -4.43597 -0.37639 1.83653 0.105
H 0.97043 -2.10182 4.67131 0.104
H 0.15467 -2.16165 6.99427 0.104
H -1.58471 -0.57288 7.74121 0.102
H -2.48897 1.09128 6.15354 0.103
H -1.65886 1.16877 3.83726 0.099
H 2.47602 -0.31098 4.24841 0.111
H 4.77654 -0.04438 3.34882 0.106
H 5.07758 0.20853 0.86490 0.103
H 3.11909 0.12216 -0.59345 0.051
C 3.04613 -4.65182 -4.71964 -0.187
Si 1.80969 -3.44972 -3.95194 0.431
C 1.62272 -1.90118 -5.00475 -0.184
C 0.12623 -4.29469 -3.79774 -0.214
C 2.48524 -2.98986 -2.21559 -0.517
Te 0.88354 -2.81092 -0.77158 1.312
C 2.06842 -3.45684 0.91667 -0.490
Si 1.00553 -4.74014 1.83754 0.416
C 1.86720 -5.23455 3.44255 -0.176
C 0.76991 -6.21658 0.67875 -0.184
C -0.66475 -3.94990 2.21954 -0.173
H 2.74134 -4.90636 -5.73659 0.030
H 3.11286 -5.57984 -4.14930 0.029
H 4.04655 -4.21850 -4.77243 0.029
H 1.00900 -2.10400 -5.88441 0.035
H 2.58902 -1.52844 -5.34995 0.035
H 1.14275 -1.10098 -4.44642 -0.033
H -0.17356 -4.74118 -4.74764 0.035
H -0.64547 -3.57458 -3.51423 0.020
H 0.13758 -5.08299 -3.04330 0.016
H 3.06476 -2.06634 -2.23110 -0.004
H 3.12394 -3.79113 -1.84447 0.006
H 2.33617 -2.59847 1.53285 -0.005
H 2.98127 -3.90085 0.52058 0.017
H 2.81146 -5.74705 3.25148 0.029
H 1.23132 -5.91012 4.01807 0.031
H 2.07634 -4.36471 4.06790 0.017
H 1.70742 -6.74547 0.49432 0.032
H 0.38813 -5.86839 -0.28189 -0.004
H 0.05668 -6.93827 1.07967 0.033
H -0.54787 -2.96536 2.67614 0.009
H -1.24890 -4.56198 2.90896 0.040
H -1.25073 -3.82905 1.30442 0.013
S 1.19629 0.63970 -2.29709 0.715
C 1.20199 2.34835 -2.33075 -0.660
N 1.78951 3.03647 -1.31447 0.089
C 1.79830 4.38963 -1.23862 -0.049
C 1.22345 5.13517 -2.22113 -0.030
C 0.63290 4.47968 -3.31297 0.006
C 0.64147 3.10591 -3.36846 -0.055
H 2.22556 2.48991 -0.58091 0.137
H 2.28563 4.81393 -0.37305 0.136
H 1.22383 6.21278 -2.15548 0.120
H 0.15295 5.04670 -4.10103 0.135
H 0.18563 2.57661 -4.19225 0.125
O -3.32216 6.45917 -4.68237 -0.375
S -4.64366 6.11498 -4.16637 0.398
O -5.00473 4.71938 -4.30831 -0.366
O -5.69456 7.05901 -4.45499 -0.349
C -4.22922 6.26931 -2.37383 -0.331
N -4.40768 7.36435 -1.64009 0.139
C -3.84556 7.34691 -0.43656 -0.114
C -3.12037 6.26967 0.05404 0.002
C -3.01516 5.15924 -0.77838 -0.225
N -3.56487 5.19399 -1.98901 0.137
C -2.29744 3.90825 -0.49124 -0.100
C -1.51227 3.67117 0.63828 0.015
C -0.83566 2.48255 0.75463 -0.095
N -0.86204 1.52043 -0.18035 -0.121
C -1.63683 1.73650 -1.27065 -0.165
C -2.37096 2.87824 -1.44511 0.047
H -3.97853 8.24530 0.15667 0.110
H -2.67042 6.30009 1.03791 0.099
H -1.41910 4.41476 1.41863 0.115
H -0.21474 2.27269 1.62052 0.124
H -1.66517 0.95381 -2.01195 0.069
H -2.99039 3.03036 -2.31998 0.132
```

---

4.
Molecular formula: C4H5NS2
Method: DFT, wB97M-V/def2-TZVPD

Summary:
highest occupied orbital energy = -0.330 Ha
LUMO = -1.138 eV
DFT total energy = -1006.2846 hartree
orbital gap = 7.83 eV

XYZ file:
```
12
Properties=species:S:1:pos:R:3:nbo_charge:R:1
C 1.10797 -0.43359 0.56691 -0.307
C -0.11454 -0.88678 -0.13439 -0.380
C -1.18496 1.30425 -0.05992 0.067
C -0.11939 0.51671 0.47448 -0.343
H 2.11437 -0.94333 -1.83239 0.133
H 1.28662 -0.68863 1.66146 0.254
H -0.06789 -0.69383 -1.32379 0.222
H -1.26338 2.26866 -0.42666 0.220
H -0.47806 0.40848 1.56608 0.211
N -2.11331 0.52172 -0.37865 -0.534
S 2.80297 -0.22774 -0.14750 0.020
S -1.97039 -1.14592 0.03438 0.437
```

---

5.
Molecular formula: C11H25NSi
Method: DFT, wB97M-V/def2-TZVPD

Summary:
highest occupied orbital energy = -0.313 Ha
LUMO = 0.895 eV
DFT total energy = -778.2495 hartree
orbital gap = 9.40 eV

XYZ file:
```
38
Properties=species:S:1:pos:R:3:nbo_charge:R:1
C 2.24440 -0.99620 -2.60106 -0.356
C 2.25149 -0.29669 -1.49608 -0.679
C -4.47774 -0.06046 0.35067 -0.599
C 2.71733 -0.85140 1.80424 -0.587
C 0.90853 -2.46863 0.84402 -0.617
C 0.46754 2.43388 1.45198 -0.397
C 1.17453 2.70979 -0.84875 -0.396
C -3.33383 -0.38276 -0.60426 -0.373
C -1.87496 0.02304 -0.15070 -0.408
C -0.74083 -0.57151 -0.96017 -0.911
C 1.24211 -1.05586 1.26242 -0.703
N 0.92557 1.74455 0.24038 -0.890
Si 0.89373 0.06854 -0.20711 1.904
H 3.09226 -0.93870 -3.28665 0.200
H 1.42503 -1.65189 -2.70054 0.185
H 3.09121 0.54275 -1.58493 0.204
H -4.37696 -0.94842 1.13703 0.197
H -4.26782 0.82509 0.75618 0.194
H -5.46532 -0.15420 -0.26877 0.219
H 3.26726 -0.64885 0.87563 0.207
H 2.61193 -0.00347 2.34106 0.201
H 3.20653 -1.64359 2.38948 0.210
H 0.77335 -2.70530 -0.19807 0.204
H 0.04021 -2.86883 1.30971 0.214
H 1.69035 -3.28709 1.16816 0.207
H 0.12191 1.60064 2.04333 0.196
H 1.38308 2.80009 1.84067 0.196
H -0.38697 3.17974 1.33380 0.184
H 1.05560 2.04178 -1.68566 0.198
H 0.30808 3.38466 -0.68549 0.181
H 2.07406 3.26631 -0.95895 0.188
H -3.31021 0.27895 -1.59215 0.176
H -3.52626 -1.47133 -0.97796 0.196
H -1.90869 1.05304 -0.02469 0.198
H -1.90661 -0.41956 0.82291 0.184
H -1.02408 -0.23489 -2.07272 0.224
H -0.85557 -1.61855 -1.04716 0.238
H 0.48975 -0.67464 1.98021 0.213
```

---

6.
Molecular formula: C2H7O2
Method: DFT, wB97M-V/def2-TZVPD

Summary:
highest occupied orbital energy = -0.107 Ha
LUMO = 4.743 eV
DFT total energy = -230.8516 hartree
orbital gap = 7.66 eV
net charge = -1

XYZ file:
```
11
Properties=species:S:1:pos:R:3:nbo_charge:R:1
C -0.69220 0.29363 0.60522 0.017
O -1.03929 0.60491 -0.63413 -0.926
C -0.19809 -1.22982 1.06754 -0.703
H -1.58646 0.50183 1.33138 0.057
H 0.04699 0.98622 1.02437 0.058
H 0.44403 -1.14804 1.95334 0.180
H 0.52792 -1.50830 0.28779 0.212
H -1.10935 -1.90270 1.03153 0.184
H 0.57423 0.41502 -1.37124 0.513
H 1.59624 0.89529 -0.33796 0.450
O 1.64531 0.31731 -1.11034 -1.041
```

---

For each record above, in turn, the calculated energy relative to the best compared isomer or geometry (same formula, charge and spin) values are 16.5 65.6 0.0 168.7 71.4 20.7 kcal per mole.
For each record above, in turn, the calculated max |F| values are 2.93 5.34 2.84 5.10 6.14 2.95 eV/Å.